{
  "formula": "C33H44AsInN7O4S2",
  "method": "ωB97M-V/def2-TZVPD",
  "symbols": ["In", "As", "S", "S", "O", "O", "O", "O", "N", "N", "N", "N", "N", "N", "N", "C", "C", "C", "C", "C", "C", "C", "C", "C", "C", "C", "C", "C", "C", "C", "C", "C", "C", "C", "C", "C", "C", "C", "C", "C", "C", "C", "C", "C", "C", "C", "C", "C", "H", "H", "H", "H", "H", "H", "H", "H", "H", "H", "H", "H", "H", "H", "H", "H", "H", "H", "H", "H", "H", "H", "H", "H", "H", "H", "H", "H", "H", "H", "H", "H", "H", "H", "H", "H", "H", "H", "H", "H", "H", "H", "H", "H"],
  "positions_angstrom": [[0.114, 0.189, 0.265], [2.168, -5.585, 1.759], [2.586, -3.549, 1.547], [-2.140, 2.345, 0.452], [-0.828, -3.226, 2.623], [-2.273, 3.315, 1.506], [-0.930, -3.884, -0.088], [-2.524, 0.973, 0.703], [-1.201, -0.644, -1.464], [-0.417, 0.276, 2.550], [1.082, 3.087, -1.349], [2.315, 0.542, 1.321], [-0.436, -1.807, 0.833], [-0.594, 2.207, -0.046], [1.773, -0.309, -1.477], [0.370, -5.957, 2.317], [-2.598, -1.981, -3.425], [3.317, -6.440, 3.046], [1.846, 5.350, -1.203], [-1.394, -1.962, -1.373], [3.036, 0.311, -1.036], [1.956, -1.772, -1.595], [1.480, 0.205, -2.831], [-4.721, 2.496, -2.617], [0.077, 4.578, 0.219], [-0.746, -0.026, 5.273], [-0.496, 1.347, 3.342], [-0.660, 1.239, 4.710], [-3.753, 4.676, -2.405], [0.915, 5.593, -0.202], [-0.693, -1.135, 4.446], [1.893, 4.075, -1.732], [-0.535, -0.939, 3.085], [2.527, 1.992, 1.497], [-3.092, 2.924, -0.915], [-3.962, 2.048, -1.545], [3.340, -0.002, 0.408], [-3.000, 4.250, -1.327], [2.428, -6.563, 0.121], [-0.576, -2.140, 2.158], [-1.689, 0.022, -2.508], [-2.404, -0.610, -3.510], [-2.081, -2.673, -2.341], [-5.457, 4.300, -4.216], [2.524, -0.104, 2.636], [-4.622, 3.808, -3.068], [0.179, 3.329, -0.402], [-0.873, -2.677, -0.134], [3.066, -7.498, 3.124], [-0.870, -0.144, 6.342], [2.234, -7.622, 0.284], [-5.411, 1.816, -3.101], [3.576, -0.001, 2.922], [4.321, 0.409, 0.675], [2.285, -1.165, 2.588], [-2.797, -0.033, -4.335], [4.350, -6.321, 2.728], [3.858, -0.049, -1.665], [3.496, 2.171, 1.976], [2.504, 2.508, 0.541], [3.393, -1.080, 0.566], [-1.492, 1.087, -2.531], [-5.940, 3.476, -4.738], [-4.850, 4.853, -4.932], [-6.237, 4.974, -3.859], [0.666, -0.362, -3.273], [1.738, -6.169, -0.623], [0.206, -7.033, 2.342], [-0.786, -2.145, 4.816], [2.780, -1.979, -2.287], [1.053, -2.218, -2.008], [-0.728, 2.132, 5.315], [3.178, -5.952, 4.008], [0.221, -5.521, 3.302], [-3.680, 5.707, -2.730], [1.917, 0.381, 3.395], [-0.450, 2.314, 2.859], [-0.309, -5.463, 1.624], [-4.053, 1.033, -1.183], [2.520, 6.119, -1.553], [1.744, 2.403, 2.133], [0.850, 6.568, 0.263], [2.174, -2.249, -0.641], [-3.149, -2.504, -4.195], [-0.636, 4.735, 1.014], [2.943, 1.386, -1.195], [2.613, 3.824, -2.504], [-2.361, 4.944, -0.800], [3.451, -6.416, -0.216], [2.363, 0.074, -3.466], [-2.202, -3.739, -2.216], [1.219, 1.259, -2.774]],
  "forces_ev_per_a": [[0.12, 0.06, -0.04], [-0.12, -0.01, -0.04], [0.19, 0.04, 0.07], [-0.02, 0.00, 0.01], [-0.03, 0.03, 0.01], [0.00, -0.01, 0.00], [-0.01, -0.01, 0.01], [0.01, 0.01, -0.01], [-0.03, 0.01, 0.01], [-0.02, 0.00, -0.02], [-0.03, -0.02, -0.02], [-0.02, 0.03, -0.05], [-0.05, 0.00, -0.01], [-0.06, -0.03, 0.04], [-0.01, -0.04, 0.01], [-0.01, 0.00, -0.01], [0.00, 0.00, 0.00], [0.01, 0.01, 0.00], [0.01, -0.01, -0.01], [-0.02, 0.00, 0.00], [0.01, 0.01, 0.00], [0.06, -0.04, -0.03], [-0.01, 0.00, 0.01], [0.00, 0.01, -0.01], [-0.01, 0.04, -0.01], [0.00, -0.01, 0.00], [-0.01, 0.01, -0.01], [0.01, 0.00, 0.00], [0.01, 0.00, 0.01], [0.00, 0.00, 0.01], [0.00, 0.00, 0.00], [0.00, 0.02, -0.01], [0.01, -0.03, 0.03], [0.00, 0.01, -0.01], [-0.01, 0.01, 0.00], [0.00, -0.01, 0.00], [0.00, 0.00, 0.00], [0.00, -0.01, -0.01], [-0.01, 0.00, -0.01], [0.00, -0.01, -0.01], [-0.01, 0.00, 0.01], [0.00, 0.00, -0.01], [0.01, 0.00, 0.00], [0.00, 0.00, 0.00], [0.02, -0.02, 0.04], [0.00, -0.01, 0.00], [0.05, -0.03, 0.02], [0.04, 0.01, -0.02], [0.00, 0.00, 0.00], [0.00, 0.00, 0.00], [0.00, 0.00, 0.00], [0.00, 0.00, 0.00], [0.00, 0.00, 0.00], [0.00, 0.00, 0.00], [-0.03, 0.02, -0.02], [0.00, 0.00, 0.00], [0.00, 0.00, 0.00], [0.00, 0.00, 0.00], [0.00, 0.00, 0.01], [0.01, -0.02, 0.04], [0.00, 0.00, 0.00], [-0.01, 0.00, 0.00], [0.00, 0.00, 0.00], [0.00, 0.00, 0.00], [0.00, 0.00, 0.00], [0.01, 0.00, 0.00], [-0.01, 0.00, 0.01], [0.02, -0.01, 0.00], [0.00, 0.00, 0.00], [0.00, 0.00, 0.00], [0.00, 0.00, 0.00], [0.00, 0.00, 0.00], [0.00, 0.00, 0.00], [0.00, -0.03, 0.01], [0.00, 0.00, 0.00], [0.00, 0.00, 0.00], [0.00, 0.00, 0.00], [0.02, -0.03, -0.01], [0.00, 0.00, 0.00], [0.00, 0.00, 0.00], [0.00, 0.00, 0.00], [0.00, 0.00, 0.00], [-0.08, 0.03, 0.03], [0.00, 0.00, 0.00], [0.01, 0.00, -0.01], [0.00, -0.01, 0.00], [0.00, 0.00, 0.00], [0.00, 0.01, 0.00], [0.00, 0.00, 0.00], [0.00, 0.01, 0.00], [0.00, 0.00, 0.00], [0.00, 0.01, 0.00]],
  "lowdin_charge": [0.906, 0.653, 0.172, 0.604, 0.090, -0.283, 0.106, -0.321, 0.052, 0.039, 0.086, -0.273, 0.072, -0.165, -0.279, -0.251, -0.015, -0.260, -0.056, -0.179, -0.179, -0.069, -0.069, -0.026, -0.027, -0.016, -0.118, -0.016, -0.021, -0.044, 0.033, -0.136, -0.178, -0.053, -0.276, -0.065, -0.174, -0.037, -0.254, -0.438, -0.131, -0.024, 0.031, -0.041, -0.072, -0.258, -0.403, -0.431, 0.040, 0.120, 0.040, 0.118, 0.111, 0.142, 0.016, 0.118, 0.037, 0.140, 0.110, 0.070, 0.071, 0.121, 0.078, 0.085, 0.091, 0.078, 0.035, 0.044, 0.129, 0.111, 0.086, 0.119, 0.037, 0.036, 0.122, 0.082, 0.101, 0.010, 0.114, 0.107, 0.084, 0.117, -0.004, 0.120, 0.102, 0.100, 0.114, 0.107, 0.036, 0.106, 0.128, 0.067],
  "energy_ev": -141236.69410,
  "charge": 1,
  "lumo_energy_ev": -2.51,
  "orbital_gap_ev": 7.77,
  "relative_energy_kj_mol": 0.0
}

***

{
  "formula": "C14H17N3O4",
  "method": "ωB97M-V/def2-TZVPD",
  "symbols": ["O", "O", "O", "O", "N", "N", "N", "C", "C", "C", "C", "C", "C", "C", "C", "C", "C", "C", "C", "C", "C", "H", "H", "H", "H", "H", "H", "H", "H", "H", "H", "H", "H", "H", "H", "H", "H", "H"],
  "positions_angstrom": [[-2.631, 1.771, 1.559], [-1.792, 3.691, -0.341], [-2.986, -0.381, -2.121], [-0.787, 0.674, 2.286], [-1.625, 1.016, -1.022], [2.421, -0.338, -1.748], [-2.931, -2.276, -0.212], [2.499, -0.430, -0.369], [1.373, -1.103, 0.182], [0.622, -1.445, -0.984], [1.401, -1.321, 1.582], [3.458, 0.154, 0.456], [3.472, -0.021, 1.827], [1.271, -1.054, -2.127], [-2.193, -0.173, -1.219], [2.404, -0.744, 2.402], [-0.610, 3.011, -0.161], [-0.706, -2.119, -1.037], [-0.801, 1.502, 0.062], [-1.806, -1.371, -0.356], [-1.487, 1.304, 1.366], [2.207, -0.637, 3.434], [-0.656, -3.073, -0.520], [0.934, -1.060, -3.190], [0.000, 0.118, 2.062], [4.170, 0.785, -0.079], [-3.265, -2.437, -1.146], [3.237, -0.007, -2.265], [0.053, 3.441, 0.638], [-0.005, 3.102, -1.074], [0.819, -2.149, 1.978], [-0.874, -2.343, -2.111], [-2.003, 1.744, -1.574], [4.216, 0.469, 2.556], [-2.426, 3.423, 0.309], [-1.481, -0.853, 0.581], [-3.655, -1.808, 0.282], [0.162, 0.939, 0.093]],
  "forces_ev_per_a": [[2.97, -1.33, 0.05], [0.16, 0.78, -1.05], [-0.22, 0.55, -0.45], [-0.41, -0.28, 1.54], [0.66, 0.71, 0.17], [0.01, -0.49, 0.86], [1.01, -0.11, 0.62], [-0.16, 0.75, 0.87], [2.18, 0.19, -0.79], [-0.96, -0.92, -0.83], [0.57, -0.40, 0.04], [1.06, 0.34, -0.72], [-0.20, 0.78, 1.24], [0.49, 1.29, -0.02], [-0.51, -1.52, -0.62], [-0.72, 0.28, -2.17], [1.96, -0.23, 0.27], [1.31, -0.75, -0.34], [0.52, -0.83, -0.52], [-0.52, 1.59, 0.25], [-2.51, 1.13, 0.48], [0.27, -0.73, 1.19], [0.09, -0.32, 0.01], [0.35, -0.21, 1.23], [-0.42, 0.69, -0.55], [0.30, -0.17, 0.47], [-0.33, -0.07, -0.39], [-0.89, -0.38, -0.13], [-0.71, -0.38, -0.27], [-0.29, 0.11, -0.01], [-0.65, 0.59, 0.30], [-0.60, 0.18, 0.66], [-0.52, 0.67, -0.72], [-1.14, -0.70, -1.64], [-0.69, -0.43, 0.94], [-0.17, -1.55, -0.17], [-0.84, 0.31, 0.42], [-0.47, 0.82, -0.20]],
  "lowdin_charge": [0.092, -0.014, 0.064, 0.129, 0.155, 0.084, 0.078, -0.231, -0.143, -0.201, -0.057, -0.032, -0.082, -0.009, -0.451, -0.085, -0.216, -0.110, -0.213, -0.317, -0.478, 0.090, 0.125, 0.146, 0.085, 0.112, 0.075, 0.160, 0.146, 0.133, 0.125, 0.140, 0.138, 0.133, 0.070, 0.138, 0.073, 0.146],
  "smiles": "N[C@@H](Cc1c[nH]c2ccccc12)C(=O)N[C@@H](CO)C(=O)O",
  "energy_ev": -27453.96986,
  "charge": 0,
  "lumo_energy_ev": 0.13,
  "orbital_gap_ev": 8.80,
  "relative_energy_kj_mol": 226.5
}

***

{
  "formula": "C3H8S2",
  "method": "ωB97M-V/def2-TZVPD",
  "symbols": ["S", "S", "C", "C", "C", "H", "H", "H", "H", "H", "H", "H", "H"],
  "positions_angstrom": [[-0.975, 1.331, -0.090], [1.976, 0.039, -0.146], [-1.896, -1.267, -0.197], [-0.778, -0.318, 0.513], [0.571, -1.060, -0.031], [-1.795, -2.125, 0.299], [-1.498, -1.324, -1.168], [0.915, -1.594, 0.847], [-0.886, -0.498, 1.586], [0.148, 1.877, 0.400], [-2.872, -0.842, -0.208], [2.226, 0.178, 1.134], [0.367, -1.723, -0.813]],
  "forces_ev_per_a": [[-0.52, 0.56, 0.08], [0.75, 0.37, -1.93], [1.61, 4.81, 0.04], [-0.17, -2.84, -2.00], [-0.58, 2.18, 4.22], [-0.15, -3.66, 1.71], [-0.17, -0.41, -1.51], [-0.39, -1.00, -0.13], [0.26, 0.64, -0.04], [-0.04, -0.10, -0.02], [-0.80, 0.13, 0.21], [-0.01, -0.17, 0.81], [0.21, -0.53, -1.44]],
  "lowdin_charge": [0.720, 0.694, -0.104, -0.740, -0.576, 0.029, 0.046, 0.048, 0.089, -0.168, 0.062, -0.146, 0.046],
  "smiles": "C[C@H](S)CS",
  "energy_ev": -24909.97790,
  "charge": 0,
  "lumo_energy_ev": 0.76,
  "orbital_gap_ev": 9.72,
  "relative_energy_kj_mol": 136.9
}

***

{
  "formula": "C22H24N4O4S3Ti",
  "method": "ωB97M-V/def2-TZVPD",
  "symbols": ["Ti", "S", "S", "S", "O", "O", "O", "O", "N", "N", "N", "N", "C", "C", "C", "C", "C", "C", "C", "C", "C", "C", "C", "C", "C", "C", "C", "C", "C", "C", "C", "C", "C", "C", "H", "H", "H", "H", "H", "H", "H", "H", "H", "H", "H", "H", "H", "H", "H", "H", "H", "H", "H", "H", "H", "H", "H", "H"],
  "positions_angstrom": [[-2.333, -1.605, -1.382], [-3.904, -2.515, 0.391], [-3.267, -3.654, -2.176], [-5.277, -5.049, -0.456], [-3.542, 2.122, -2.415], [-0.286, -1.062, -3.500], [-3.682, -0.044, -1.837], [-1.588, -0.942, -2.948], [-2.114, 0.076, 0.106], [-0.964, 3.387, -2.665], [1.187, 2.482, -2.839], [-0.472, 1.703, -4.237], [0.315, -4.420, 3.596], [-0.684, 3.353, -0.153], [2.853, 0.062, 2.216], [-0.524, -2.008, -0.621], [3.637, 1.194, 2.088], [-0.132, 2.487, -3.277], [0.361, -1.858, 0.228], [-0.611, 4.130, -1.471], [1.339, -1.682, 1.215], [2.572, -3.825, 4.092], [2.192, -0.526, 1.110], [-4.217, -3.808, -0.713], [3.169, 1.259, -0.247], [-2.045, 1.265, -0.740], [1.393, -2.649, 2.303], [-2.007, 2.606, 0.013], [0.281, -3.472, 2.590], [3.821, 1.811, 0.854], [1.457, -4.606, 4.372], [2.369, 0.138, -0.131], [-3.200, 1.131, -1.760], [2.545, -2.876, 3.083], [-2.927, 0.100, 0.714], [-0.618, -3.352, 1.997], [-1.130, 1.148, -1.329], [3.449, -2.320, 2.866], [-0.548, 4.076, 0.657], [0.144, 2.639, -0.063], [1.480, -5.347, 5.162], [1.296, 2.540, -1.835], [-1.313, 4.966, -1.412], [-0.568, -5.021, 3.778], [-1.452, 1.830, -4.476], [-1.272, -0.094, 0.645], [3.487, -3.965, 4.659], [4.108, 1.608, 2.975], [3.321, 1.711, -1.223], [2.710, -0.363, 3.201], [-0.224, -0.186, -3.944], [-2.831, 3.236, -0.334], [1.673, 1.679, -3.213], [-2.177, 2.402, 1.073], [1.876, -0.276, -1.005], [-1.952, 3.132, -2.729], [0.381, 4.566, -1.602], [4.447, 2.689, 0.751]],
  "forces_ev_per_a": [[0.00, 0.33, -0.11], [0.08, -0.03, 0.01], [-0.06, -0.03, -0.01], [-0.01, -0.01, 0.01], [-0.06, -0.02, 0.02], [-0.10, 0.00, 0.00], [-0.02, -0.02, -0.04], [0.19, -0.02, 0.07], [-0.07, -0.03, 0.02], [-0.08, 0.02, -0.05], [-0.03, 0.05, 0.04], [-0.02, 0.01, -0.02], [0.00, -0.01, 0.01], [0.04, -0.02, 0.05], [0.01, 0.03, 0.04], [-0.05, -0.19, 0.02], [0.02, 0.04, -0.04], [0.07, -0.05, -0.03], [0.08, -0.11, 0.03], [0.03, 0.05, -0.03], [-0.13, -0.04, 0.02], [0.00, -0.01, 0.00], [0.08, 0.09, -0.01], [0.02, 0.00, -0.03], [0.06, 0.07, -0.01], [-0.05, 0.02, -0.03], [-0.04, 0.01, -0.01], [0.01, -0.04, 0.01], [0.02, 0.04, -0.03], [-0.04, -0.05, 0.05], [-0.01, 0.01, -0.01], [0.00, 0.00, -0.02], [0.08, -0.01, 0.01], [0.05, -0.01, 0.01], [0.00, 0.00, 0.01], [-0.01, -0.01, -0.01], [-0.02, -0.01, 0.01], [-0.03, -0.03, 0.01], [-0.01, -0.01, 0.01], [-0.02, 0.02, 0.01], [0.00, 0.00, 0.00], [0.07, -0.04, -0.05], [0.00, 0.00, 0.02], [0.00, 0.00, 0.00], [0.02, 0.00, 0.01], [0.00, 0.02, 0.00], [0.00, 0.00, 0.00], [0.00, 0.00, -0.01], [-0.04, -0.02, -0.01], [0.00, 0.02, -0.03], [-0.06, 0.00, 0.08], [0.00, 0.00, 0.01], [0.00, -0.02, 0.01], [0.00, 0.00, 0.00], [0.00, 0.01, 0.01], [0.00, -0.01, 0.00], [0.01, 0.01, -0.01], [0.00, 0.00, 0.00]],
  "lowdin_charge": [0.625, 0.440, 0.472, 0.380, 0.001, -0.125, -0.121, -0.403, -0.010, 0.048, 0.140, 0.100, -0.114, -0.183, -0.070, -0.112, -0.132, -0.566, -0.167, -0.209, -0.212, -0.133, -0.191, -1.827, -0.144, -0.274, -0.183, -0.133, -0.034, -0.150, -0.149, -0.048, -0.599, -0.073, 0.087, 0.100, 0.135, 0.093, 0.106, 0.101, 0.075, 0.046, 0.114, 0.092, 0.058, 0.093, 0.084, 0.085, 0.079, 0.093, 0.023, 0.113, 0.089, 0.111, 0.101, 0.093, 0.108, 0.074],
  "energy_ev": -92977.03581,
  "charge": -2,
  "lumo_energy_ev": 4.47,
  "orbital_gap_ev": 5.15,
  "relative_energy_kj_mol": 0.0
}

***

Which formula does entry 4 have?
C22H24N4O4S3Ti